Formula: C4H5NO
Source: OMol25
Level of theory: wB97M-V/def2-TZVPD

Geometry as XYZ:
```
11
Properties=species:S:1:pos:R:3:mulliken_charge:R:1
C 1.7777 -0.5358 -0.1550 -0.678
C 0.5358 -0.3883 0.3698 -0.174
C -0.5547 0.3948 -0.3386 0.272
O -0.7953 1.7224 0.0718 -0.518
C -1.8101 -0.3995 -0.2188 0.134
N -2.7837 -0.9910 0.0200 -0.394
H 2.1338 -0.1542 -1.1755 0.210
H 2.5478 -1.0302 0.4087 0.270
H 0.3192 -0.7878 1.4084 0.254
H -0.3156 0.4457 -1.3903 0.262
H -1.0550 1.7238 0.9995 0.362
```

E ... -285.35596 hartree
SMILES string ... C=C[C@H](O)C#N
Energy above the lowest of the compared OMol25 structures with the same formula, charge and spin ... 153.9 kJ/mol
Spin multiplicity ... 1



Formula: C4H5NO
Source: OMol25
Level of theory: wB97M-V/def2-TZVPD

Geometry as XYZ:
```
11
Properties=species:S:1:pos:R:3:mulliken_charge:R:1
C 0.1789 -1.7221 0.5805 -0.999
C -0.0444 -0.3009 0.1955 0.769
C -1.1693 0.4771 0.1147 -0.706
C -0.5480 1.6765 -0.3513 -0.336
N 0.8676 1.5926 -0.4990 -0.210
O 1.1237 0.3511 -0.1917 -0.102
H 1.2238 -1.9181 0.8305 0.301
H -0.4499 -1.9493 1.4423 0.293
H -0.1195 -2.3909 -0.2324 0.224
H -0.1210 1.4941 -1.4752 0.332
H -0.9418 2.6900 -0.4138 0.434
```

E ... -285.19658 hartree
Energy above the lowest of the compared OMol25 structures with the same formula, charge and spin ... 572.4 kJ/mol
Spin multiplicity ... 1



Formula: C4H5NO
Source: OMol25
Level of theory: wB97M-V/def2-TZVPD

Geometry as XYZ:
```
11
Properties=species:S:1:pos:R:3:mulliken_charge:R:1
O -0.7033 1.2672 -1.4386 -0.465
C -0.2937 0.5433 -0.4095 0.269
C -0.8444 -0.7226 0.1181 -0.223
C 0.3323 -1.4266 0.8152 -0.779
C 1.2337 -0.4282 0.9147 -0.367
N 0.8097 0.8090 0.2294 -0.026
H -1.5009 -1.2694 -0.5648 0.420
H -1.4666 -0.4137 0.9804 0.240
H -1.4102 0.7724 -1.8783 0.343
H 2.2605 -0.4105 1.2626 0.354
H 1.1889 1.7396 0.3435 0.235
```

E ... -285.27810 hartree
Energy above the lowest of the compared OMol25 structures with the same formula, charge and spin ... 358.3 kJ/mol
Spin multiplicity ... 1



Formula: C4H5NO
Source: OMol25
Level of theory: wB97M-V/def2-TZVPD

Geometry as XYZ:
```
11
Properties=species:S:1:pos:R:3:mulliken_charge:R:1
C 2.2170 0.4865 -0.2470 0.034
C 1.3240 -0.2276 0.1329 -0.609
C 0.1100 -1.0326 -0.0008 -0.339
C -1.2130 -0.2817 0.2644 0.505
N -1.1715 1.0727 0.1294 -0.348
O -2.2237 -0.8847 0.5703 -0.603
H 2.9303 0.9849 -0.8596 0.371
H 0.0496 -1.9869 0.5267 0.313
H 0.2773 -1.2898 -1.0535 0.227
H -1.9912 1.5916 0.4103 0.237
H -0.2921 1.5612 0.0704 0.212
```

E ... -285.35323 hartree
SMILES string ... C#CCC(N)=O
Energy above the lowest of the compared OMol25 structures with the same formula, charge and spin ... 161.1 kJ/mol
Spin multiplicity ... 1



Formula: C4H5NO
Source: OMol25
Level of theory: wB97M-V/def2-TZVPD

Geometry as XYZ:
```
11
Properties=species:S:1:pos:R:3:mulliken_charge:R:1
O 0.1680 2.4087 -0.6944 -0.646
C 0.0500 1.2604 -0.3036 0.382
C -0.6445 0.6974 0.8901 -0.406
C -0.4952 -0.6273 0.8880 -0.325
C 0.3180 -1.0711 -0.3098 -0.433
N 0.5871 0.1964 -0.9584 -0.106
H -1.1676 1.3176 1.6052 0.411
H -0.8822 -1.3339 1.6168 0.395
H 1.2338 -1.5891 0.0026 0.261
H -0.2535 -1.7583 -0.9467 0.261
H 1.0864 0.4991 -1.7899 0.206
```

E ... -285.41175 hartree
SMILES string ... O=C1C=CCN1
Energy above the lowest of the compared OMol25 structures with the same formula, charge and spin ... 7.4 kJ/mol
Spin multiplicity ... 1



Formula: C4H5NO
Source: OMol25
Level of theory: wB97M-V/def2-TZVPD

Geometry as XYZ:
```
11
Properties=species:S:1:pos:R:3:mulliken_charge:R:1
C 0.9972 -0.4340 2.2288 -0.594
O 0.5571 -0.2246 0.8916 -0.280
C -0.7274 -0.0381 0.6348 0.245
C -1.1536 0.2170 -0.6128 -0.660
C -0.2901 0.3205 -1.7401 0.329
N 0.4104 0.3833 -2.6516 -0.416
H 1.6565 0.4049 2.5184 0.217
H 1.5452 -1.3714 2.2455 0.221
H 0.1489 -0.5246 2.9469 0.320
H -1.4181 -0.1068 1.4625 0.328
H -2.2188 0.3196 -0.8101 0.290
```

E ... -285.36296 hartree
SMILES string ... CO/C=C\C#N
Energy above the lowest of the compared OMol25 structures with the same formula, charge and spin ... 135.5 kJ/mol
Spin multiplicity ... 1



Formula: C4H5NO
Source: OMol25
Level of theory: wB97M-V/def2-TZVPD

Geometry as XYZ:
```
11
Properties=species:S:1:pos:R:3:mulliken_charge:R:1
C -0.6324 -0.0137 -0.5504 0.739
C -0.7814 0.7398 -2.3854 0.459
C 0.3466 0.6528 -1.4328 -0.363
C -0.6124 -0.2872 0.8905 -1.010
N -1.6358 0.1955 -1.3364 -0.657
O -1.0041 1.1189 -3.5241 -0.534
H 0.7682 1.5879 -1.0808 0.277
H 1.0480 0.0350 -1.8179 0.247
H 0.1227 -1.0624 1.2336 0.282
H -1.5505 -0.4757 1.4408 0.322
H -0.2168 0.7279 1.3249 0.240
```

E ... -285.34867 hartree
Energy above the lowest of the compared OMol25 structures with the same formula, charge and spin ... 173.1 kJ/mol
Spin multiplicity ... 1



Formula: C4H5NO
Source: OMol25
Level of theory: wB97M-V/def2-TZVPD

Geometry as XYZ:
```
11
Properties=species:S:1:pos:R:3:mulliken_charge:R:1
C -1.2891 -0.2236 1.3271 -0.655
C -0.2112 0.4350 0.9044 -0.060
C 2.4536 -0.6339 -0.8152 0.110
O 2.1401 -1.6609 -0.4440 -0.106
C -0.2898 1.4955 -0.0631 0.231
N -0.3411 2.3416 -0.8525 -0.380
H -2.2843 0.0214 0.9691 0.270
H -0.2254 -0.7757 -2.2107 0.085
H -1.1943 -1.0278 2.0497 0.270
H 0.7831 0.1893 1.2654 0.328
H 0.2420 -0.2216 -2.3749 -0.093
```

E ... -285.33027 hartree
Energy above the lowest of the compared OMol25 structures with the same formula, charge and spin ... 221.4 kJ/mol
Spin multiplicity ... 1



Formula: C4H5NO
Source: OMol25
Level of theory: wB97M-V/def2-TZVPD

Geometry as XYZ:
```
11
Properties=species:S:1:pos:R:3:mulliken_charge:R:1
O 2.3505 -1.0907 0.0555 -0.672
C 1.3261 -0.4342 0.0710 0.259
N 0.0036 -1.1700 -0.4165 0.031
C -1.0273 -0.4139 -0.3903 -0.248
C -0.6524 0.8979 0.1983 -0.371
C 0.8229 0.8089 0.3750 -0.596
H 0.0141 -2.1455 -0.6972 0.221
H -1.2134 0.9147 1.1525 0.239
H -2.0197 -0.7318 -0.6989 0.407
H -1.0404 1.7432 -0.3853 0.348
H 1.4360 1.6214 0.7358 0.384
```

E ... -285.35868 hartree
Energy above the lowest of the compared OMol25 structures with the same formula, charge and spin ... 146.8 kJ/mol
Spin multiplicity ... 1



Formula: C4H5NO
Source: OMol25
Level of theory: wB97M-V/def2-TZVPD

Geometry as XYZ:
```
11
Properties=species:S:1:pos:R:3:mulliken_charge:R:1
C -0.9999 -0.8203 0.7793 -1.070
C 0.1314 0.1876 0.6837 -0.041
C 1.3492 -0.0838 -0.1618 -0.215
C 0.4826 0.7414 -0.6607 0.123
N 0.0997 1.6783 -1.6462 -0.165
O 0.2199 1.2530 -2.7744 -0.254
H -1.9069 -0.3472 1.1708 0.316
H -1.2302 -1.2267 -0.2113 0.312
H -0.7381 -1.6567 1.4367 0.300
H 0.2615 0.8059 1.5788 0.316
H 2.3308 -0.5315 -0.1950 0.376
```

E ... -285.22434 hartree
SMILES string ... C[C@H]1C=C1N=O
Energy above the lowest of the compared OMol25 structures with the same formula, charge and spin ... 499.5 kJ/mol
Spin multiplicity ... 1



Formula: C4H5NO
Source: OMol25
Level of theory: wB97M-V/def2-TZVPD

Geometry as XYZ:
```
11
Properties=species:S:1:pos:R:3:mulliken_charge:R:1
N 1.7408 -0.4311 -0.7075 -0.676
C 1.0510 0.1493 0.1859 0.725
C 0.1529 1.2932 -0.1062 -0.494
C -1.0556 0.7382 0.0166 -0.255
C -0.7921 -0.6975 0.3999 -0.573
O 0.4229 -0.6136 1.1582 -0.369
H 1.9149 -1.3878 -0.3855 0.280
H 0.4469 2.1977 -0.6141 0.363
H -2.0163 1.1196 -0.3058 0.380
H -0.2957 -1.1185 -0.5827 0.279
H -1.5696 -1.2496 0.9411 0.341
```

E ... -285.31649 hartree
Energy above the lowest of the compared OMol25 structures with the same formula, charge and spin ... 257.5 kJ/mol
Spin multiplicity ... 1



Formula: C4H5NO
Source: OMol25
Level of theory: wB97M-V/def2-TZVPD

Geometry as XYZ:
```
11
Properties=species:S:1:pos:R:3:mulliken_charge:R:1
C -0.6661 -2.1665 0.1222 -0.607
C -0.0063 -1.0502 0.3782 -0.045
O -0.3784 -0.0938 -0.6142 -0.357
C 0.4616 1.1410 -0.6920 0.097
C 0.1718 2.2615 0.1381 -0.124
N 1.1245 1.5490 0.4709 -0.482
H -0.5795 -3.1474 0.7341 0.206
H -1.3421 -2.1184 -0.7000 0.279
H 0.5002 -0.6824 1.2634 0.333
H 1.0569 1.1717 -1.6117 0.345
H -0.3427 3.1355 0.5111 0.355
```

E ... -285.27192 hartree
SMILES string ... C=CO[C@H]1C=N1
Energy above the lowest of the compared OMol25 structures with the same formula, charge and spin ... 374.6 kJ/mol
Spin multiplicity ... 1



Q: Number 6 is which compound?
A: C4H5NO



Q: Which formula does entry 1 have?
A: C4H5NO



Repeat the eighth record exactly.
Formula: C4H5NO
Source: OMol25
Level of theory: wB97M-V/def2-TZVPD

Geometry as XYZ:
```
11
Properties=species:S:1:pos:R:3:mulliken_charge:R:1
C -1.2891 -0.2236 1.3271 -0.655
C -0.2112 0.4350 0.9044 -0.060
C 2.4536 -0.6339 -0.8152 0.110
O 2.1401 -1.6609 -0.4440 -0.106
C -0.2898 1.4955 -0.0631 0.231
N -0.3411 2.3416 -0.8525 -0.380
H -2.2843 0.0214 0.9691 0.270
H -0.2254 -0.7757 -2.2107 0.085
H -1.1943 -1.0278 2.0497 0.270
H 0.7831 0.1893 1.2654 0.328
H 0.2420 -0.2216 -2.3749 -0.093
```

E ... -285.33027 hartree
Energy above the lowest of the compared OMol25 structures with the same formula, charge and spin ... 221.4 kJ/mol
Spin multiplicity ... 1



Q: Which of these has the highest E?
A: number 2